[1]
Computed, not measured: a 8-piece molecular cluster, C32H53BCl2O11S overall, with ωB97M-V/def2-TZVPD.

* SMILES: CCOB(O)C1=CC(=O)C(S)=C(/C(Cl)=C(\C)Cl)C1=O.CC(C)=O.CC(C)=O.CC(C)=O.CC(C)=O.CC(C)=O.CC(C)=O.CC(C)=O
* orbital gap: 7.74 eV
* HOMO energy: -8.813 eV
* E: -93120.5614 eV

```
100
Properties=species:S:1:pos:R:3:forces:R:3:mulliken_charge:R:1
C 2.162 -3.575 -1.211 0.619 0.451 -0.069 -0.8548
C 1.478 -3.084 -2.568 1.308 -1.279 -1.006 0.3889
O 0.041 -2.906 -2.498 0.516 2.163 1.645 -0.5309
B -0.334 -1.712 -1.795 0.623 0.449 -0.464 0.7280
O 0.342 -0.458 -1.889 -1.008 -2.558 -0.304 -0.4617
C -1.618 -1.864 -0.778 -0.442 0.150 1.708 0.5632
C -1.520 -1.773 0.630 -1.614 -0.596 -2.263 -0.5582
C -2.885 -2.000 1.445 0.302 0.588 1.400 0.0956
O -3.108 -1.521 2.581 0.771 -1.625 -3.791 -0.4091
C -3.978 -2.943 0.734 -0.350 0.310 -1.697 0.6094
S -5.167 -3.892 1.801 0.729 1.316 -0.336 -0.1757
C -4.044 -3.055 -0.676 0.255 0.037 0.945 -0.0474
C -5.039 -3.973 -1.476 -2.290 0.330 -0.109 -0.5627
Cl -4.377 -5.459 -2.341 -0.216 1.930 1.246 -0.2137
C -6.427 -3.743 -1.584 2.501 0.137 0.287 0.4223
C -7.130 -2.473 -0.926 0.083 -1.172 -0.311 -0.9342
Cl -7.437 -4.956 -2.529 0.969 1.819 1.337 -0.2047
C -3.015 -2.174 -1.515 0.466 0.188 -0.786 0.4456
O -3.222 -1.765 -2.677 0.449 -1.439 3.705 -0.6174
H 2.122 -4.703 -1.073 -0.109 1.471 -0.293 0.2869
H 1.759 -3.088 -0.265 0.297 -0.449 -1.270 0.1338
H 3.271 -3.265 -1.276 -1.618 -0.600 0.117 0.3144
H 1.657 -3.919 -3.340 -0.344 1.435 1.229 -0.2297
H 2.035 -2.173 -3.001 -1.026 -1.148 0.840 0.1276
H 0.894 -0.398 -2.704 -0.501 0.059 0.716 0.3487
H -0.526 -1.568 1.157 -1.753 -0.135 -0.597 0.3896
H -5.597 -2.921 2.707 0.783 -0.520 -0.836 0.1840
H -7.557 -2.812 0.088 0.480 0.652 -1.588 0.2464
H -6.372 -1.640 -0.757 -0.918 -1.243 -0.261 0.2553
H -7.943 -2.109 -1.632 0.980 -0.491 1.067 0.3630
C -5.246 -2.585 7.425 -0.404 -0.189 0.004 -1.1599
C -5.293 -2.015 6.033 -0.404 -0.010 -0.425 0.7806
O -6.259 -2.187 5.311 0.369 -0.003 0.239 -0.5702
C -4.101 -1.224 5.567 -0.249 0.155 -0.302 -0.8221
H -6.171 -3.130 7.625 0.107 0.070 -0.047 0.3162
H -4.405 -3.277 7.515 0.083 0.173 0.110 0.3230
H -5.150 -1.778 8.155 0.213 -0.079 0.005 0.3315
H -3.210 -1.856 5.574 0.058 0.149 0.127 0.3104
H -3.954 -0.355 6.214 0.192 -0.142 0.132 0.3307
H -4.274 -0.875 4.548 0.044 -0.113 0.149 0.1917
C 1.300 2.922 -5.061 0.245 -0.276 0.252 -1.0512
C 0.415 1.708 -4.969 0.186 -0.338 0.297 0.7050
O 0.752 0.725 -4.337 -0.039 0.300 -0.357 -0.5719
C -0.905 1.757 -5.691 -0.124 -0.448 0.108 -1.1162
H 2.216 2.745 -4.494 -0.113 0.039 -0.095 0.2883
H 1.565 3.111 -6.103 -0.112 0.205 0.061 0.3607
H 0.788 3.788 -4.637 -0.007 0.059 -0.229 0.3263
H -0.739 1.895 -6.762 -0.061 0.207 0.052 0.3443
H -1.515 2.572 -5.295 0.063 0.085 -0.181 0.3355
H -1.437 0.815 -5.538 0.072 0.114 0.008 0.2697
C 1.521 -4.809 -7.122 0.154 0.359 0.058 -1.1468
C 2.007 -5.457 -5.853 0.354 0.316 0.403 0.9168
O 2.667 -4.838 -5.040 -0.212 -0.325 -0.435 -0.6061
C 1.645 -6.901 -5.631 0.167 -0.040 0.351 -1.1468
H 1.856 -3.770 -7.149 -0.034 -0.134 0.035 0.2864
H 1.933 -5.331 -7.988 -0.204 -0.073 -0.014 0.3707
H 0.430 -4.826 -7.154 0.041 -0.147 -0.140 0.3179
H 2.063 -7.517 -6.430 -0.208 -0.006 -0.058 0.3713
H 0.560 -7.012 -5.596 0.037 -0.085 -0.189 0.3089
H 2.061 -7.236 -4.678 -0.043 0.067 -0.116 0.2945
C -0.402 1.863 4.645 0.279 -0.214 0.138 -0.8507
C -1.512 2.144 5.614 0.021 -0.231 0.703 0.8393
O -1.458 1.756 6.765 -0.086 0.158 -0.439 -0.5780
C -2.697 2.923 5.105 -0.232 -0.009 0.321 -1.1813
H 0.383 1.294 5.149 -0.116 0.057 -0.048 0.1563
H -0.781 1.270 3.809 0.067 0.168 -0.119 0.2449
H 0.024 2.801 4.283 -0.105 -0.058 -0.200 0.3846
H -3.174 2.381 4.286 0.098 0.153 -0.118 0.2899
H -2.375 3.911 4.768 -0.042 -0.089 -0.195 0.4050
H -3.421 3.048 5.913 0.108 -0.023 -0.080 0.2898
C 2.841 -0.939 4.612 -0.407 -0.171 0.007 -1.2450
C 2.789 -0.379 3.216 -0.652 -0.123 -0.712 0.8023
O 1.815 -0.551 2.499 0.535 0.088 0.504 -0.5272
C 3.984 0.401 2.738 -0.309 0.050 -0.308 -0.6616
H 1.913 -1.476 4.819 0.103 0.066 -0.045 0.2868
H 3.676 -1.636 4.702 0.086 0.177 0.117 0.4238
H 2.945 -0.127 5.334 0.225 -0.079 0.011 0.3074
H 4.871 -0.237 2.745 0.061 0.140 0.192 0.3881
H 4.139 1.273 3.377 0.230 -0.249 0.012 0.0027
H 3.807 0.743 1.716 -0.024 -0.099 0.091 0.2596
C 4.951 4.458 2.516 -0.003 -0.379 -0.155 -1.0475
C 5.098 4.065 3.962 0.056 -0.567 0.202 0.8977
O 5.179 2.897 4.294 0.014 0.630 -0.042 -0.5875
C 5.141 5.172 4.981 0.042 -0.241 0.319 -1.1569
H 4.935 3.559 1.896 0.005 0.103 0.088 0.2269
H 4.014 5.000 2.372 0.137 0.166 -0.019 0.3183
H 5.796 5.078 2.212 -0.152 0.148 0.009 0.3372
H 4.212 5.746 4.946 0.133 0.146 -0.093 0.3347
H 5.995 5.824 4.786 -0.161 0.132 -0.066 0.3447
H 5.250 4.742 5.979 -0.015 0.032 -0.139 0.2994
C 3.939 6.582 -3.490 0.144 -0.362 0.036 -1.1049
C 3.259 6.459 -4.828 0.019 -0.582 -0.368 0.8630
O 3.283 5.418 -5.455 -0.022 0.438 0.271 -0.5317
C 2.549 7.677 -5.359 -0.129 -0.151 -0.328 -1.1187
H 4.409 5.630 -3.234 -0.069 0.108 -0.060 0.2858
H 4.712 7.352 -3.535 -0.147 0.106 0.121 0.3412
H 3.205 6.829 -2.721 0.099 0.195 -0.013 0.3163
H 3.261 8.495 -5.487 -0.111 0.076 0.173 0.3468
H 1.753 7.972 -4.672 0.141 0.166 0.041 0.3167
H 2.107 7.443 -6.329 0.069 0.005 0.124 0.2899
```
Positions in Å, forces in eV/Å.


[2]
Computed, not measured: a 4-piece molecular cluster, C32H53N2O10S4 overall, with ωB97M-V/def2-TZVPD.

* orbital gap: 7.41 eV
* HOMO energy: -11.339 eV
* net charge: +1
* E: -100827.9418 eV

```
101
Properties=species:S:1:pos:R:3:forces:R:3:mulliken_charge:R:1
C -1.610 3.703 -0.802 0.079 0.438 -0.676 0.2337
C -1.134 2.610 -0.749 -0.134 -0.629 0.143 -1.2586
C -0.639 1.260 -0.816 -0.166 1.494 0.201 0.8168
N -1.324 0.379 -0.134 0.185 -0.537 0.044 -0.9758
N -0.915 -0.876 -0.211 0.570 0.852 -0.288 0.9728
C -1.722 -1.879 0.541 -1.120 -0.052 -0.309 -0.4309
C -2.924 -1.297 1.230 0.060 0.167 0.480 0.2464
C -3.981 -0.683 0.571 0.079 -0.194 -0.572 -0.2929
C -5.068 -0.211 1.274 0.121 -0.016 -0.249 -0.9936
C -5.117 -0.353 2.649 -0.305 0.101 0.474 -0.4763
C -4.082 -0.955 3.343 0.187 -0.086 -0.200 0.2905
C -4.104 -1.153 4.824 -0.103 -0.225 0.577 -1.4780
C -2.994 -1.417 2.606 0.232 -0.085 0.234 -0.4417
C 0.146 -1.224 -0.946 0.702 -1.786 -0.778 0.4623
C 0.514 -2.690 -0.971 -0.047 0.106 0.831 -1.0571
C 1.252 -3.072 0.345 0.446 -0.194 -0.505 -0.8876
C 2.772 -2.818 0.206 -0.404 0.559 0.753 -0.7384
C 3.187 -1.509 0.894 0.568 0.419 -0.428 -0.2762
O 4.289 -1.723 1.770 -0.377 -0.131 0.101 -0.5852
C 0.926 -0.293 -1.665 -0.788 1.622 -0.438 1.6974
C 2.121 -0.661 -2.444 -0.168 -0.416 -0.411 -0.6053
C 2.120 -1.430 -3.558 0.374 0.238 0.511 -1.2911
C 0.512 1.026 -1.597 0.170 -0.790 0.472 0.1975
C 1.254 2.091 -2.316 -0.429 0.209 0.135 -1.5106
S 0.842 1.968 -4.088 0.363 0.037 -0.437 -0.0750
C -0.116 3.468 -4.458 -1.003 -0.438 0.281 -0.4191
C -1.652 3.259 -4.396 0.394 0.201 0.494 -0.8495
H -1.961 4.655 -1.121 -0.176 0.188 0.476 0.5077
H -1.124 -2.407 1.273 0.355 0.123 -0.110 0.3836
H -2.068 -2.601 -0.198 0.147 -0.046 -0.075 0.4409
H -3.968 -0.590 -0.510 0.035 0.053 -0.002 0.4377
H -5.866 0.266 0.723 -0.144 0.016 0.117 0.4134
H -5.978 -0.011 3.210 -0.028 0.116 -0.055 0.4776
H -4.199 -2.211 5.080 -0.037 -0.066 -0.129 0.3977
H -4.919 -0.636 5.325 -0.061 0.119 -0.180 0.3128
H -3.181 -0.829 5.309 0.097 0.108 -0.148 0.3427
H -2.185 -1.905 3.142 0.052 0.024 -0.011 0.3357
H -0.359 -3.314 -1.150 -0.175 0.087 0.159 0.6288
H 1.198 -2.902 -1.778 -0.055 0.167 -0.233 0.3557
H 1.038 -4.118 0.561 0.042 -0.020 0.051 0.4306
H 0.925 -2.468 1.189 -0.315 -0.175 0.062 0.4988
H 3.348 -3.599 0.698 0.013 -0.179 -0.191 0.4666
H 3.029 -2.740 -0.846 0.259 -0.371 -0.040 0.2444
H 2.362 -1.043 1.444 -0.102 -0.143 0.004 0.3645
H 3.507 -0.789 0.130 -0.112 0.111 0.050 0.0301
H 4.248 -1.028 2.433 0.250 -0.007 0.026 0.3385
H 3.069 -0.237 -2.111 0.171 -1.118 0.963 0.2900
H 2.851 -2.233 -3.602 0.959 0.937 -1.068 0.3967
H 1.474 -1.258 -4.413 -1.070 -1.011 0.582 0.2878
H 0.965 3.060 -1.916 0.078 0.137 -0.185 0.5513
H 2.326 1.952 -2.183 0.061 -0.002 -0.067 0.3450
H 0.130 3.774 -5.470 0.490 0.025 0.049 0.4425
H 0.174 4.236 -3.747 0.251 0.130 -0.150 0.2715
H -1.913 2.271 -4.025 0.023 -0.085 -0.108 0.2549
H -2.056 3.971 -3.679 -0.275 0.058 -0.156 0.1538
H -2.120 3.413 -5.364 -0.050 0.008 -0.032 0.3384
O -5.065 3.716 4.908 -0.282 -0.123 -0.122 -0.6737
S -4.743 2.830 5.983 0.480 0.155 0.410 1.2807
O -5.467 1.610 6.178 -0.185 0.000 -0.273 -0.5986
O -4.731 3.647 7.341 0.134 -0.060 -0.041 -0.2682
C -5.918 4.392 7.700 -0.612 0.256 0.179 -0.3675
C -7.044 3.498 8.179 0.049 -0.245 -0.146 -0.9774
C -3.023 2.457 5.929 0.097 -0.008 0.041 -0.8643
H -6.232 5.013 6.860 0.119 -0.099 -0.107 0.3341
H -5.612 5.060 8.502 0.265 -0.078 -0.046 0.2681
H -7.412 2.858 7.378 -0.016 0.032 -0.010 0.2947
H -7.876 4.103 8.538 0.066 0.072 0.029 0.3876
H -6.702 2.848 8.985 -0.011 0.063 0.050 0.2632
H -2.464 3.381 5.812 -0.023 0.012 0.015 0.3519
H -2.864 1.805 5.072 -0.075 0.016 -0.027 0.2338
H -2.747 1.944 6.847 -0.025 0.005 0.006 0.3284
O 2.202 -3.807 -5.992 0.248 -0.030 0.173 -0.6349
S 1.563 -5.087 -5.888 -0.617 -0.162 -0.272 1.2308
O 2.198 -6.176 -5.216 0.273 0.178 0.145 -0.6212
O 1.103 -5.551 -7.330 -0.080 0.065 0.080 -0.2709
C 2.101 -5.626 -8.376 0.532 -0.133 -0.457 -0.3318
C 3.020 -6.821 -8.220 0.000 -0.037 0.297 -0.9921
C -0.047 -4.875 -5.205 -0.105 0.053 -0.027 -0.7830
H 2.664 -4.692 -8.416 -0.081 0.047 0.170 0.3087
H 1.543 -5.708 -9.306 -0.242 0.049 0.150 0.2731
H 3.636 -6.735 -7.326 0.019 0.022 -0.022 0.3028
H 3.683 -6.898 -9.081 -0.073 0.042 -0.060 0.3907
H 2.442 -7.740 -8.131 -0.006 0.001 -0.082 0.2715
H -0.550 -4.065 -5.727 0.009 -0.019 -0.029 0.3182
H 0.081 -4.628 -4.153 0.070 -0.019 -0.004 0.1631
H -0.596 -5.807 -5.306 0.023 -0.010 -0.003 0.3789
O 3.749 2.589 2.371 -0.003 -0.356 -0.045 -0.7035
S 4.322 3.027 1.135 0.200 0.622 -0.100 1.3571
O 4.660 2.079 0.114 -0.264 -0.259 0.054 -0.6007
O 5.575 3.942 1.436 -0.132 0.024 -0.064 -0.3077
C 6.633 3.406 2.267 0.565 -0.340 0.329 -0.3495
C 7.482 2.381 1.541 -0.212 -0.111 -0.199 -0.9385
C 3.302 4.278 0.429 -0.016 0.079 -0.030 -0.7300
H 6.209 2.995 3.184 -0.178 0.023 -0.082 0.3228
H 7.245 4.260 2.547 -0.201 0.174 -0.121 0.2812
H 6.908 1.486 1.301 0.011 -0.010 0.037 0.2565
H 8.325 2.084 2.163 0.001 0.094 0.043 0.3864
H 7.857 2.789 0.603 0.062 0.036 0.045 0.2645
H 3.062 5.013 1.192 0.020 -0.008 0.011 0.3794
H 2.395 3.791 0.074 0.008 -0.046 0.058 0.0320
H 3.832 4.734 -0.403 0.025 -0.015 0.011 0.3390
```
Positions in Å, forces in eV/Å.